(1)
Molecular formula: C3HNO5S2
Method: DFT, ωB97M-V with the def2-TZVPD basis set

```
12
C3HNO5S2 | the OMol25 dataset | ωB97M-V with the def2-TZVPD basis set
S 0.72 1.27 -0.22
S -0.93 -1.39 1.46
O 0.13 1.97 -1.37
O -0.55 1.14 0.93
O 0.97 0.28 2.32
O -0.06 -1.22 -2.35
O 1.79 1.97 0.44
N 0.98 -0.21 -0.50
C 0.04 0.12 1.58
C -1.01 -1.47 -0.34
C -0.10 -0.88 -1.13
H -1.99 -1.59 -0.83
```

The value obtained for the orbital gap is 4.720 eV. For the LUMO energy, the calculation gives 5.7137 eV. For the energy above the lowest of the compared OMol25 structures with the same formula, charge and spin, the calculation gives 3.359 eV. The strongest force on any atom is 0.072 Eh/bohr. Its charge is -2.

(2)
Molecular formula: C3HNS
Method: DFT, ωB97M-V with the def2-TZVPD basis set

```
6
C3HNS | the OMol25 dataset | ωB97M-V with the def2-TZVPD basis set
S 4.42 0.13 0.01
N 0.31 -1.76 0.00
C 0.26 -0.51 0.00
C 1.63 -0.12 -0.01
C 2.87 -0.20 -0.02
H -0.56 0.19 0.00
```

The value obtained for the orbital gap (spin up / spin down) is 6.178 / 6.176 eV. For the LUMO energy (spin up / spin down), the calculation gives -2.6663 / -2.6683 eV. For the energy above the lowest of the compared OMol25 structures with the same formula, charge and spin, the calculation gives 3.446 eV. The strongest force on any atom is 0.046 Eh/bohr. Its charge is 0.